Density functional theory data (ωB97M-V with the def2-TZVPD basis set) for a 3-piece molecular cluster, H7O3 overall at a distorted geometry.

Last column: Löwdin charge in e.
CARTESIAN COORDINATES (ANGSTROEM)
O: 1.42448 -0.68817 -1.44266  0.016
H: 2.34781 -0.67625 -1.15677  0.105
H: 1.42030 -1.33758 -2.15688  0.109
O: -1.48996 -0.23236 1.47647  0.015
H: -1.99427 -1.04773 1.37284  0.108
H: -2.00526 0.29064 2.11476  0.111
O: 0.13580 0.92690 -0.02608  0.189
H: -0.51767 0.61480 0.73591  0.103
H: 0.54845 0.14739 -0.57207  0.083
H: -0.24171 1.48583 -0.72431  0.162

Calculated values
* HOMO energy: -17.4683 eV
* energy above the lowest of the compared OMol25 structures with the same formula, charge and spin: 0.248 eV
* total charge: +1
* frontier orbital gap: 13.869 eV
* E_tot: -229.6529 a.u.